Entry 1:
Formula: C2H11N2O2
Source: OMol25
Level of theory: ωB97M-V/def2-TZVPD

Values from the calculation:
* energy above the lowest of the compared OMol25 structures with the same formula, charge and spin: 36.7 kcal per mole
* net charge: +1
* total energy: -342.53000 a.u.
* lowest unoccupied orbital energy: -3.850 eV
* orbital gap: 10.4 eV

Cartesian coordinates (Å):
1 C 0.671 2.347 1.146
2 N 0.834 1.203 0.204
3 C 1.959 0.960 -0.488
4 N 2.023 -0.202 -1.124
5 H -0.225 1.931 1.624
6 H 1.477 2.267 1.861
7 H 0.774 3.384 0.729
8 H 0.226 0.350 0.325
9 H 2.640 1.839 -0.857
10 H 1.321 -0.914 -0.936
11 H 2.438 -0.088 -2.040
12 H -3.644 -3.209 0.495
13 H -3.005 -3.327 1.807
14 O -3.330 -2.627 1.214
15 H -1.859 -0.577 -0.573
16 H -1.157 -1.121 -1.892
17 O -1.018 -0.795 -0.991



Entry 2:
Formula: C4H2Br3P
Source: OMol25
Level of theory: ωB97M-V/def2-TZVPD

Values from the calculation:
* energy above the lowest of the compared OMol25 structures with the same formula, charge and spin: 0.0 kcal per mole
* net charge: 0
* total energy: -8216.82287 a.u.
* lowest unoccupied orbital energy (spin up / spin down): -1.352 / -1.158 eV
* orbital gap (spin up / spin down): 6.8 / 7.4 eV

Cartesian coordinates (Å):
1 C -0.877 -0.404 0.435
2 C -1.913 -0.174 1.370
3 C -1.489 0.129 2.572
4 C 0.443 0.721 2.325
5 P 0.774 -0.402 1.033
6 Br -3.716 -0.235 0.790
7 Br -2.409 0.644 4.109
8 Br 1.412 0.754 3.940
9 H -0.982 -0.561 -0.642
10 H 1.091 0.253 -0.095



Entry 3:
Formula: C19H32BrN3O9
Source: OMol25
Level of theory: ωB97M-V/def2-TZVPD

Values from the calculation:
* energy above the lowest of the compared OMol25 structures with the same formula, charge and spin: 0.0 kcal per mole
* net charge: 0
* total energy: -4158.59042 a.u.
* lowest unoccupied orbital energy: -0.101 eV
* orbital gap: 9.6 eV

Cartesian coordinates (Å):
1 C 1.927 -4.035 4.948
2 C 1.045 -4.968 4.142
3 C 0.992 -4.724 2.665
4 N 0.309 -5.899 4.628
5 C 0.822 -6.711 5.720
6 C -0.290 -7.563 6.200
7 N -1.140 -8.265 6.516
8 C 1.949 -7.679 5.288
9 Br 3.737 -7.054 5.741
10 C 1.878 -8.039 3.873
11 N 1.981 -8.158 2.737
12 H 1.449 -3.737 5.877
13 H 2.903 -4.475 5.150
14 H 2.133 -3.160 4.334
15 H 1.003 -3.651 2.467
16 H 0.104 -5.176 2.229
17 H 1.850 -5.202 2.191
18 H 1.152 -6.130 6.591
19 H 1.835 -8.604 5.849
20 C -1.030 1.458 1.877
21 C -0.215 0.566 2.788
22 O 0.809 -0.134 2.062
23 C 1.887 0.586 1.760
24 O 2.080 1.737 2.053
25 O 2.718 -0.189 1.059
26 C 3.886 0.488 0.593
27 H -1.430 0.883 1.040
28 H -1.859 1.905 2.426
29 H -0.420 2.259 1.463
30 H -0.846 -0.209 3.220
31 H 0.228 1.129 3.609
32 H 4.408 0.990 1.404
33 H 3.613 1.209 -0.176
34 H 4.543 -0.259 0.158
35 C -0.988 6.961 -2.709
36 C -0.643 6.466 -1.320
37 O -0.675 5.032 -1.245
38 C 0.389 4.410 -1.750
39 O 1.360 4.930 -2.232
40 O 0.184 3.094 -1.637
41 C 1.221 2.293 -2.212
42 H -1.945 6.549 -3.033
43 H -1.050 8.049 -2.719
44 H -0.234 6.653 -3.432
45 H -1.386 6.810 -0.603
46 H 0.328 6.834 -0.993
47 H 2.196 2.581 -1.825
48 H 1.207 2.378 -3.299
49 H 1.017 1.261 -1.938
50 C -3.003 1.661 -3.079
51 C -2.072 2.417 -4.002
52 O -1.910 1.741 -5.260
53 C -2.914 1.891 -6.123
54 O -3.908 2.547 -5.952
55 O -2.625 1.186 -7.218
56 C -3.652 1.198 -8.212
57 H -2.666 0.630 -2.960
58 H -3.034 2.140 -2.101
59 H -4.015 1.631 -3.483
60 H -1.082 2.464 -3.563
61 H -2.413 3.439 -4.165
62 H -3.942 2.216 -8.463
63 H -4.519 0.637 -7.865
64 H -3.237 0.712 -9.091



Entry 4:
Formula: C3H3O3Sc
Source: OMol25
Level of theory: ωB97M-V/def2-TZVPD

Values from the calculation:
* energy above the lowest of the compared OMol25 structures with the same formula, charge and spin: 0.0 kcal per mole
* net charge: 0
* total energy: -1102.24121 a.u.
* lowest unoccupied orbital energy (spin up / spin down): -1.557 / -2.636 eV
* orbital gap (spin up / spin down): 5.8 / 4.7 eV

Cartesian coordinates (Å):
1 H -1.734 -1.744 0.587
2 O -1.091 0.272 0.732
3 C -0.636 -0.589 1.598
4 O -1.143 -1.799 1.348
5 O 0.141 -0.369 2.506
6 Sc 2.600 0.752 1.474
7 H 0.777 1.957 -2.102
8 C 0.600 0.983 -2.557
9 C 1.044 0.216 -3.426
10 H -0.557 0.321 -0.160